No. 1
The following is a DFT calculation (ωB97M-V/def2-TZVPD) of the molecule C6H10.

**ΔE to the lowest compared entry with this formula, charge and spin**: 0.739 eV
**Frontier orbital gap**: 10.32 eV
**SMILES string**: CC1CC=CC1
**Energy**: -6383.1201 eV

```
16
Properties=species:S:1:pos:R:3:nbo_charge:R:1
C -0.765 -1.497 1.016 -0.609
C 0.067 -0.290 0.624 -0.194
C -0.751 0.900 0.107 -0.437
C 0.302 1.778 -0.509 -0.196
C 1.268 0.976 -0.975 -0.195
C 0.866 -0.441 -0.675 -0.438
H -0.125 -2.356 1.242 0.210
H -1.450 -1.784 0.208 0.203
H -1.366 -1.278 1.904 0.211
H 0.728 0.003 1.451 0.206
H -1.236 0.376 -0.781 0.190
H -1.478 1.366 0.774 0.217
H 0.197 2.843 -0.679 0.213
H 2.110 1.255 -1.597 0.212
H -0.006 -0.642 -1.378 0.190
H 1.640 -1.207 -0.732 0.217
```

=====

No. 2
The following is a DFT calculation (ωB97M-V/def2-TZVPD) of a cluster of 12 separate species, H24O12 in total.

**ΔE to the lowest compared entry with this formula, charge and spin**: 0.889 eV
**Frontier orbital gap**: 10.52 eV
**SMILES string**: O.O.O.O.O.O.O.O.O.O.O.O
**Energy**: -24960.8050 eV

```
36
Properties=species:S:1:pos:R:3:nbo_charge:R:1
O 12.685 -24.823 1.826 -0.959
H 12.887 -25.648 2.284 0.487
H 11.751 -24.891 1.609 0.471
O 15.724 -29.861 1.607 -0.982
H 16.351 -29.580 0.931 0.485
H 16.111 -29.545 2.440 0.493
O 16.265 -28.172 3.729 -0.968
H 16.277 -27.208 3.696 0.493
H 16.168 -28.403 4.657 0.475
O 15.550 -23.300 1.946 -0.971
H 15.280 -23.946 1.282 0.496
H 14.818 -22.678 1.968 0.476
O 14.169 -28.742 -1.178 -0.952
H 14.539 -28.012 -0.665 0.487
H 13.465 -28.351 -1.700 0.459
O 14.871 -24.588 -0.832 -0.977
H 14.618 -25.369 -0.315 0.504
H 14.269 -24.580 -1.583 0.475
O 18.499 -25.817 2.787 -0.952
H 18.835 -25.932 3.680 0.477
H 17.543 -25.760 2.897 0.477
O 15.911 -25.314 4.113 -0.997
H 15.316 -25.303 4.869 0.487
H 16.043 -24.382 3.880 0.519
O 13.312 -28.037 2.296 -0.989
H 12.965 -28.440 3.096 0.468
H 13.818 -28.752 1.869 0.518
O 15.479 -26.799 0.771 -0.997
H 15.183 -26.750 1.688 0.494
H 16.421 -27.020 0.802 0.507
O 17.657 -25.286 -1.366 -0.963
H 17.799 -24.350 -1.531 0.465
H 16.693 -25.378 -1.367 0.489
O 18.230 -27.918 0.551 -0.981
H 18.495 -27.095 0.990 0.500
H 19.016 -28.191 0.071 0.485
```

=====

No. 3
The following is a DFT calculation (ωB97M-V/def2-TZVPD) of a cluster of 2 separate species, C3H9S2 in total.

**ΔE to the lowest compared entry with this formula, charge and spin**: 1.182 eV
**Frontier orbital gap**: 5.48 eV
**Total charge**: -1
**Energy**: -24927.5657 eV

```
14
Properties=species:S:1:pos:R:3:nbo_charge:R:1
C -1.801 1.241 0.480 -0.720
S -3.177 -0.107 0.829 -0.779
H -2.260 2.240 0.543 0.182
H -1.033 1.145 1.228 0.165
H -1.405 1.097 -0.531 0.169
C 1.885 0.103 -1.074 -0.751
S 2.105 -1.083 0.287 0.096
C 0.288 -1.414 0.526 -0.676
H 1.723 1.098 -0.664 0.209
H 0.915 -0.070 -1.568 0.225
H 2.733 0.183 -1.755 0.210
H -0.104 -0.529 0.984 0.237
H -0.207 -1.615 -0.434 0.222
H 0.339 -2.289 1.148 0.212
```

=====

No. 4
The following is a DFT calculation (ωB97M-V/def2-TZVPD) of a structure of composition C18H34FeN6O2PS5.

**Frontier orbital gap (spin up / spin down)**: 5.54 / 5.59 eV
**Multiplicity**: 5
**<S²>**: 6.0160
**Total charge**: +1
**Energy**: -130101.2399 eV

```
67
Properties=species:S:1:pos:R:3:mulliken_spin:R:1
Fe -0.765 1.366 0.401 3.703
S -3.531 7.468 3.108 -0.002
C -2.832 6.105 2.543 -0.001
S -1.637 6.076 1.280 0.001
C -1.405 4.340 1.220 0.002
C -2.149 3.608 2.080 -0.005
S -2.133 1.876 2.201 0.101
S -3.226 4.516 3.127 0.001
S -0.261 3.686 0.092 0.086
C 2.875 -2.955 -1.890 0.000
N 2.273 -2.208 -0.800 0.001
C 3.051 -2.182 0.427 0.000
P 0.655 -1.818 -0.696 -0.011
O 0.511 -0.466 -0.089 -0.001
N -0.101 -2.953 0.241 0.001
C 0.278 -4.355 0.225 0.001
C -1.079 -2.579 1.257 0.002
N 0.033 -1.883 -2.226 0.004
C 0.411 -0.815 -3.150 0.000
C -0.479 -3.090 -2.852 0.000
H 3.850 -2.526 -2.131 0.000
H 2.248 -2.886 -2.776 0.000
H 3.023 -4.011 -1.638 0.000
H 3.985 -1.633 0.268 0.000
H 3.302 -3.190 0.772 0.000
H 2.476 -1.681 1.206 0.000
H 1.029 -4.533 -0.544 0.000
H -0.584 -4.994 0.017 0.000
H 0.693 -4.655 1.192 0.000
H -1.230 -1.504 1.251 0.015
H -0.728 -2.880 2.249 0.000
H -2.040 -3.069 1.077 0.000
H 0.627 0.088 -2.587 0.003
H -0.427 -0.606 -3.819 0.000
H 1.279 -1.081 -3.763 0.000
H -0.795 -3.802 -2.092 0.000
H 0.257 -3.573 -3.503 0.000
H -1.348 -2.834 -3.463 0.000
N 3.470 3.062 2.584 -0.001
C 3.697 2.050 1.500 0.005
C 2.335 1.786 0.858 0.008
N 1.322 1.359 1.811 0.009
C 1.208 2.240 2.962 0.013
C 2.556 2.504 3.633 0.004
H 2.990 3.859 2.151 0.000
H 4.343 3.402 2.981 0.000
H 4.117 1.153 1.954 0.000
H 4.401 2.447 0.771 0.000
H 2.416 1.040 0.069 0.005
H 1.983 2.716 0.397 -0.010
H 1.424 0.386 2.072 0.006
H 0.505 1.822 3.680 -0.006
H 0.784 3.190 2.613 0.007
H 3.001 1.582 4.007 -0.001
H 2.467 3.213 4.454 0.000
O -1.847 0.797 -1.276 0.032
N -2.956 0.306 -1.741 0.000
C -3.743 1.079 -2.514 0.010
C -4.920 0.589 -3.033 -0.004
C -5.311 -0.714 -2.760 0.009
C -4.492 -1.486 -1.949 -0.005
C -3.323 -0.960 -1.450 0.011
H -3.380 2.082 -2.679 0.000
H -5.530 1.240 -3.643 0.000
H -6.229 -1.114 -3.163 0.001
H -4.760 -2.500 -1.688 0.000
H -2.635 -1.496 -0.816 0.006
```

=====

No. 5
The following is a DFT calculation (ωB97M-V/def2-TZVPD) of the ion C4H10N3O with charge +1.

**ΔE to the lowest compared entry with this formula, charge and spin**: 3.153 eV
**Frontier orbital gap (spin up / spin down)**: 8.21 / 8.21 eV
**SMILES string**: [H]/N=C(/OC)[C@@H](N)C=[NH2+]
**Total charge**: +1
**Energy**: -10818.2508 eV

```
18
Properties=species:S:1:pos:R:3:nbo_charge:R:1
H -1.317 1.770 0.556 0.381
N -1.597 1.136 -0.149 -0.654
C -0.776 0.358 -0.618 0.668
O -0.845 -0.509 -1.579 -0.508
C -2.220 -1.066 -1.801 -0.252
C 0.866 0.515 -0.034 -0.244
N 1.168 1.777 0.721 -0.812
C 1.362 -0.669 0.627 0.293
N 1.776 -0.866 1.946 -0.702
H -2.909 -0.359 -1.389 0.230
H -2.139 -2.097 -1.255 0.207
H -2.282 -1.262 -2.868 0.226
H 1.005 0.644 -1.151 0.310
H 1.636 1.638 1.537 0.371
H 0.516 2.477 0.594 0.390
H 1.348 -1.539 0.105 0.217
H 2.269 -0.138 2.562 0.439
H 2.139 -1.811 2.196 0.439
```

=====

No. 6
The following is a DFT calculation (ωB97M-V/def2-TZVPD) of a structure of composition C12H20MnO10.

**ΔE to the lowest compared entry with this formula, charge and spin**: 1.337 eV
**Frontier orbital gap (spin up / spin down)**: 3.62 / 3.62 eV
**Multiplicity**: 6
**<S²>**: 8.7525
**Energy**: -64559.2183 eV

```
43
Properties=species:S:1:pos:R:3:mulliken_spin:R:1
Mn 8.757 -29.884 0.056 4.719
C 5.449 -29.992 1.965 0.008
C 4.109 -29.793 2.416 -0.001
C 3.874 -28.801 3.632 0.000
O 2.678 -28.559 3.988 -0.001
C 5.083 -28.224 4.267 -0.001
C 6.349 -28.507 3.768 0.003
C 6.529 -29.408 2.564 -0.003
O 7.715 -29.622 2.049 0.073
O 7.342 -28.033 4.437 0.001
O 3.142 -30.313 1.849 0.005
H 5.442 -30.617 1.085 0.004
H 4.958 -27.609 5.146 0.000
C 8.849 -26.727 0.042 0.004
C 7.890 -27.158 -1.071 0.002
O 7.226 -28.330 -0.751 0.020
O 9.584 -27.854 0.441 0.023
H 8.262 -26.425 0.909 -0.001
H 9.561 -25.967 -0.283 0.002
H 8.316 -27.178 -2.074 -0.005
H 7.082 -26.428 -1.014 0.001
H 6.324 -28.286 -1.077 0.006
H 10.104 -27.556 1.191 0.002
C 11.839 -30.311 -0.425 0.009
C 11.172 -29.716 -1.663 0.008
O 9.825 -30.060 -1.839 0.038
O 10.930 -30.197 0.682 0.032
H 12.778 -29.815 -0.180 0.001
H 12.050 -31.367 -0.591 -0.003
H 11.677 -30.032 -2.575 0.002
H 11.210 -28.626 -1.668 -0.004
H 9.629 -29.925 -2.768 0.005
H 11.386 -30.457 1.485 0.000
C 7.047 -32.423 -0.705 0.006
C 8.419 -32.887 -0.264 0.004
O 8.964 -32.043 0.721 0.019
O 7.164 -31.098 -1.143 0.018
H 6.378 -32.447 0.155 -0.003
H 6.720 -33.160 -1.439 0.002
H 9.086 -33.018 -1.117 -0.006
H 8.376 -33.917 0.089 0.001
H 9.244 -32.670 1.391 0.005
H 6.481 -30.966 -1.804 0.007
```

=====

No. 7
The following is a DFT calculation (ωB97M-V/def2-TZVPD) of a cluster of 3 separate species, C5H13NO2 in total.

**ΔE to the lowest compared entry with this formula, charge and spin**: 2.961 eV
**Frontier orbital gap**: 8.87 eV
**SMILES string**: C=CCNC=C.O.O
**Energy**: -10978.9176 eV

```
21
Properties=species:S:1:pos:R:3:nbo_charge:R:1
C 0.815 -3.109 1.561 -0.386
C 0.879 -2.494 0.385 -0.198
C 0.935 -1.014 0.229 -0.260
N 0.151 -0.465 -0.870 -0.610
C 0.606 -0.333 -2.171 0.010
C -0.163 -0.450 -3.251 -0.530
H 0.737 -4.180 1.634 0.203
H 0.960 -2.512 2.451 0.192
H 0.993 -3.086 -0.521 0.203
H 0.631 -0.460 1.115 0.208
H 1.958 -0.656 0.090 0.203
H -0.812 -0.719 -0.781 0.369
H 1.601 0.102 -2.218 0.187
H -1.220 -0.648 -3.172 0.201
H 0.404 -0.289 -4.160 0.210
O -0.560 3.775 -0.626 -0.971
H -0.154 4.616 -0.431 0.482
H -0.117 3.165 -1.210 0.489
O -2.433 2.534 4.093 -0.930
H -2.330 3.376 4.559 0.463
H -2.883 2.845 3.294 0.467
```